1.
DFT (the ωB97M-V functional and the def2-TZVPD basis) results for a 2-piece molecular cluster, C11H14N3O6 overall.

Charge = -1
HOMO = -4.51 eV
F_max = 0.4 eV/Å
Calculated total energy = -28387.7075 eV
Kohn-Sham gap = 7.267 eV
E_LUMO = 2.8 eV
2S+1 = 1

Last column: natural (NBO) charge in e.
Cartesian coordinates (Å):
H (-2.18564, -1.53117, -1.52453)  0.141
H (-3.34767, 0.40037, -2.63194)  0.187
H (-0.35684, 0.23630, -3.20565)  0.249
O (-0.76217, -1.77001, 0.89803)  -0.493
H (-0.40786, -1.62056, -1.66005)  0.253
O (-0.99215, -0.75230, 2.87078)  -0.499
C (1.01574, 2.04290, 1.98111)  -0.254
C (-1.31080, -0.46148, 0.66569)  0.254
H (-1.75247, 0.79875, -0.75783)  0.352
C (-0.91525, -1.95160, 2.23653)  0.972
C (0.69660, 0.69195, 1.92195)  -0.014
H (2.59373, 3.47759, 2.18048)  0.177
C (-1.26336, -0.94527, -1.69838)  -0.220
C (1.74891, -0.21078, 1.99395)  -0.205
O (-0.96506, -3.00536, 2.78644)  -0.580
H (-2.79154, 0.81072, -4.25794)  0.207
N (3.34965, 1.56230, 2.22338)  -0.420
H (-2.19391, 1.71266, -2.86684)  0.199
O (1.73003, -1.07382, -2.45488)  -0.580
H (3.86583, -0.42934, 2.18358)  0.196
H (-2.39633, -0.57564, 0.87669)  0.127
H (0.24385, 2.80412, 1.92159)  0.199
C (-1.30974, -0.27874, -3.06297)  -0.415
C (-0.75931, 0.28890, 1.87593)  0.065
C (2.34222, 2.42213, 2.12416)  0.032
C (3.04089, 0.27323, 2.14432)  0.073
H (1.59316, -1.28059, 1.93804)  0.231
H (-1.37064, -1.05263, -3.83143)  0.202
C (-2.47384, 0.71402, -3.21805)  -0.622
N (2.37766, -0.90034, -1.39644)  0.710
O (2.32849, 0.20815, -0.82444)  -0.555
O (3.05407, -1.82853, -0.91213)  -0.557
N (-1.06835, 0.05763, -0.64127)  -0.605
H (-1.35790, 1.16645, 2.12211)  0.194

2.
DFT (the ωB97M-V functional and the def2-TZVPD basis) results for a 2-piece molecular cluster, C5H14 overall in a non-equilibrium geometry.

Expectation value of S² = 0.75
Charge = +1
HOMO (alpha / beta) = -14.63 / -14.50 eV
F_max = 5.1 eV/Å
Calculated total energy = -5399.3538 eV
Kohn-Sham gap (alpha / beta) = 11.519 / 3.532 eV
E_LUMO (alpha / beta) = -3.1 / -11.0 eV
2S+1 = 2

Last column: natural (NBO) charge in e.
Cartesian coordinates (Å):
C (-2.58204, -2.04283, -0.57615)  -0.586
C (-0.74400, -0.57083, 0.40194)  -0.594
H (2.17458, 2.45208, 1.95505)  0.215
H (-3.11464, -1.38782, 0.06559)  0.252
H (2.33143, 3.45546, 0.57940)  0.221
C (1.86931, 1.33172, -0.01283)  -0.630
H (-1.37522, -0.85130, 1.32597)  0.272
C (-1.21034, -1.37110, -0.82951)  -0.365
H (2.42296, 0.31325, 0.15930)  0.212
H (2.16346, 1.69205, -1.03585)  0.244
H (3.63624, 2.29430, 0.97093)  0.216
H (-1.21369, -0.63228, -1.77083)  0.382
H (-1.04069, 0.47786, 0.29007)  0.303
H (0.75258, 1.21222, 0.22153)  0.182
H (-2.89972, -2.37330, -1.56760)  0.291
C (2.42334, 2.47304, 0.93059)  -0.598
H (0.39158, -0.46214, 0.46311)  0.352
H (-2.36080, -2.96491, -0.05269)  0.283
H (-0.40569, -2.14539, -1.08825)  0.349

3.
DFT (the ωB97M-V functional and the def2-TZVPD basis) results for a 12-piece molecular cluster, C13H50O15 overall in a non-equilibrium geometry.

HOMO = -9.58 eV
F_max = 3.0 eV/Å
Calculated total energy = -45000.4535 eV
Kohn-Sham gap = 10.079 eV
E_LUMO = 0.5 eV
2S+1 = 1
SMILES string = OCCO.OCCO.OCCO.CO.CO.CO.CO.CO.CO.CO.O.O

Last column: Löwdin charge in e.
Cartesian coordinates (Å):
C (8.25864, 11.86314, 5.40270)  -0.161
O (6.57986, 9.43597, 6.23828)  -0.169
H (13.16164, 11.04769, 6.92112)  0.065
H (8.67902, 13.29051, 14.03008)  0.136
H (5.10876, 15.50766, 9.96985)  0.139
H (7.23495, 13.29048, 8.45227)  0.075
C (6.07322, 9.02179, 11.61158)  -0.111
O (12.03456, 13.35141, 11.94849)  -0.078
O (9.75854, 8.45146, 12.38291)  -0.191
C (12.26551, 11.29612, 6.42880)  -0.168
C (5.17766, 9.32076, 5.95623)  -0.136
H (7.67067, 11.36657, 6.17588)  0.047
C (9.30856, 9.79513, 8.69975)  -0.087
H (10.85763, 10.04529, 12.22949)  0.027
H (12.66693, 10.34669, 10.60050)  0.108
H (9.67095, 7.85083, 5.34395)  0.040
O (12.05914, 7.74494, 11.21851)  -0.078
O (12.02227, 8.70512, 8.39847)  -0.161
O (5.58989, 14.18479, 11.46814)  -0.081
H (12.82693, 12.82906, 10.12562)  0.106
O (7.34099, 8.59999, 11.12349)  -0.119
H (8.52519, 12.90352, 5.64460)  0.078
O (11.53363, 10.70939, 12.25808)  -0.075
H (4.57771, 9.86000, 6.68004)  0.067
H (9.79308, 12.51179, 12.70513)  0.098
H (5.23538, 13.76593, 8.20444)  0.131
H (9.91527, 10.50071, 8.11838)  0.074
C (7.74912, 11.84610, 12.63504)  -0.210
H (7.51088, 9.06903, 10.31779)  0.019
C (9.48452, 8.15066, 13.75884)  -0.103
C (12.91112, 7.73080, 7.79618)  -0.132
H (12.68480, 7.84565, 11.94916)  0.056
H (8.85635, 8.39959, 11.91487)  0.087
H (11.15727, 7.87202, 11.64788)  0.026
H (7.69425, 11.91098, 4.43913)  0.088
H (9.41217, 14.51637, 12.02013)  0.088
H (5.03718, 9.63696, 4.95919)  0.061
C (8.79524, 12.96404, 12.95808)  -0.180
O (10.31472, 8.51502, 5.50323)  -0.029
H (8.11908, 10.95500, 13.05838)  0.084
H (4.86199, 8.24519, 6.11447)  0.090
H (10.80977, 12.37928, 6.83358)  0.063
H (9.76896, 9.84447, 9.70026)  0.067
H (6.74562, 12.10996, 13.03052)  0.126
H (11.69875, 12.80419, 12.69600)  0.068
H (13.67280, 12.11350, 11.44880)  0.099
O (8.57749, 14.04803, 12.04065)  -0.069
O (7.72686, 11.53302, 11.24305)  -0.099
H (10.27470, 8.47914, 14.40710)  0.079
H (11.09454, 11.19203, 10.33624)  0.098
H (9.57105, 8.81302, 8.35008)  0.070
O (6.85828, 13.46435, 9.28765)  -0.062
O (7.87539, 10.04275, 8.77527)  -0.142
O (9.50661, 11.21025, 5.31708)  -0.152
H (13.33912, 8.06401, 6.90229)  0.055
O (11.62471, 12.16680, 7.33861)  -0.132
H (5.56437, 8.23094, 12.16308)  0.084
H (11.70179, 10.37754, 6.29397)  0.038
H (5.13380, 12.43517, 9.48399)  0.124
H (10.83425, 8.31385, 6.30358)  0.029
H (12.05947, 8.33690, 9.31793)  0.045
C (5.46551, 13.44895, 9.23041)  -0.244
H (12.33412, 6.85526, 7.55730)  0.071
H (7.57254, 12.37706, 10.77202)  0.056
H (5.48001, 9.40582, 10.79997)  0.083
H (8.59233, 8.69922, 14.11252)  0.088
H (3.84269, 14.24109, 10.39258)  0.121
H (7.76997, 10.75832, 9.42847)  0.054
H (12.35951, 11.74291, 5.42679)  0.094
C (4.90598, 14.42226, 10.22723)  -0.212
H (6.12954, 9.81668, 12.37664)  0.068
H (9.42012, 10.23006, 5.28598)  0.056
C (11.95902, 11.08571, 10.97190)  -0.229
H (9.35414, 7.10594, 13.94707)  0.075
H (6.54073, 14.32088, 11.40315)  0.042
H (13.75876, 7.41436, 8.44839)  0.098
H (6.76486, 9.44149, 7.21355)  0.062
C (12.72262, 12.41552, 11.09757)  -0.196